1.
Here is a structure of composition C25H22FeN13O3 in a non-equilibrium geometry from the Open Molecules 2025 dataset. Energies are from ωB97M-V with the def2-TZVPD basis set.

```
64
Properties=species:S:1:pos:R:3:forces:R:3:lowdin_charge:R:1
Fe -0.323678 -0.038172 -0.274188 -0.14 0.20 0.07 0.77
C 3.509864 -3.771444 -5.022111 0.01 0.06 0.03 -0.09
O 2.543295 -4.481494 -5.779509 -0.04 -0.04 0.01 -0.10
C 1.505841 -5.030507 -5.077301 0.01 0.03 -0.05 -0.29
C 1.475187 -5.131232 -3.690697 0.03 -0.03 0.00 -0.01
C 0.357103 -5.648498 -3.058168 -0.17 -0.10 0.13 -0.02
C -0.760470 -6.068325 -3.781931 -0.24 0.62 -0.26 -0.31
C -0.671999 -6.044034 -5.174556 -0.08 0.12 0.00 -0.05
C 0.433586 -5.516941 -5.818408 0.03 -0.05 0.01 -0.02
N -1.954890 -6.606042 -3.224665 0.55 -0.60 0.74 0.02
N -2.357269 -6.297503 -2.061091 -0.66 0.18 -0.76 0.03
C -2.078784 -5.094137 -1.432959 0.34 0.07 0.47 -0.29
C -1.966731 -5.174371 -0.039819 0.00 -0.14 -0.20 -0.05
C -1.452748 -4.166843 0.746457 0.07 0.18 -0.02 -0.02
C -1.027335 -2.941572 0.171368 0.00 -0.13 -0.16 -0.35
O -0.489158 -2.006736 0.808283 0.09 0.09 0.06 -0.08
C -1.289047 -2.785603 -1.271073 0.10 -0.01 0.23 -0.13
N -0.967581 -1.583660 -1.787557 -0.23 0.23 -0.07 0.08
C -1.238253 -1.317708 -3.045135 0.03 0.02 0.06 -0.11
C -1.916149 -2.233038 -3.859911 0.02 -0.06 -0.04 -0.04
C -2.228428 -3.468270 -3.359196 0.11 -0.07 -0.01 -0.01
C -1.858987 -3.811287 -2.041147 0.11 -0.18 -0.23 -0.11
H 4.176236 -3.302250 -5.741989 -0.01 0.00 0.00 0.09
H 4.090405 -4.439748 -4.380719 0.00 -0.01 0.00 0.09
H 3.045806 -3.001736 -4.400504 0.03 0.00 0.00 0.09
H 2.298760 -4.782442 -3.083559 -0.01 0.00 0.00 0.11
H 0.358046 -5.708831 -1.978968 -0.06 0.09 0.06 0.12
H -1.516380 -6.412286 -5.745454 0.00 0.01 -0.01 0.10
H 0.476994 -5.459076 -6.898924 0.00 0.00 0.00 0.11
H -2.230203 -6.130052 0.401781 0.00 0.00 0.03 0.10
H -1.329971 -4.289375 1.814517 -0.03 -0.01 0.00 0.10
H -0.932287 -0.344062 -3.410388 -0.05 0.01 0.01 0.10
H -2.182787 -1.959100 -4.872085 0.00 0.01 0.00 0.10
H -2.766467 -4.180777 -3.968010 0.05 -0.11 -0.05 0.11
N 1.932990 0.415857 -2.897833 0.03 -0.02 -0.06 0.12
C 1.093488 1.501238 -2.649957 0.03 0.00 0.02 -0.52
N 1.145342 2.619350 -3.349410 -0.04 0.00 0.00 -0.01
N 0.162947 3.379882 -2.810620 0.01 0.00 -0.03 -0.14
N -0.426262 2.750769 -1.855972 -0.06 -0.04 0.01 -0.09
N 0.135910 1.525454 -1.722221 0.20 -0.18 -0.02 -0.05
C 2.393742 -0.370313 -1.848087 -0.10 0.03 -0.01 -0.49
N 3.582326 -0.953361 -1.819694 -0.02 -0.06 -0.05 0.00
N 3.590150 -1.612865 -0.640925 0.02 -0.03 -0.01 -0.12
N 2.477363 -1.426971 -0.016456 0.00 0.03 -0.03 -0.08
N 1.675881 -0.639673 -0.767975 0.30 -0.13 0.12 -0.04
H 2.645340 0.622572 -3.579615 0.01 0.05 0.03 0.12
C -0.156329 0.332981 2.831724 -0.02 -0.04 0.06 -0.15
O 0.779153 0.266084 1.759919 -0.13 -0.09 -0.16 -0.19
H 0.344045 0.152979 3.789581 0.02 0.00 -0.01 0.07
H -0.968388 -0.380480 2.691911 0.01 0.00 -0.01 0.07
H -0.574552 1.337170 2.827015 0.00 0.00 -0.02 0.08
H 1.111218 -0.644320 1.677331 0.13 0.04 0.07 0.04
N -1.962713 0.459277 0.258129 -0.32 -0.01 -0.04 -0.03
C -3.246336 0.546892 0.579937 0.18 0.09 0.06 -0.41
C -3.780005 1.671645 1.273775 -0.02 0.02 0.02 -0.07
C -5.113462 1.740386 1.625737 0.00 -0.03 -0.01 -0.15
C -6.001802 0.711082 1.315261 -0.03 0.01 0.03 -0.17
C -5.505857 -0.396174 0.628086 0.04 0.01 -0.01 -0.15
C -4.176404 -0.485592 0.264564 -0.08 -0.05 0.01 -0.06
H -3.101769 2.483418 1.509077 -0.01 0.01 0.00 0.09
H -5.474355 2.618492 2.153743 0.00 0.00 0.00 0.08
H -7.045179 0.768820 1.601419 0.00 0.01 -0.01 0.07
H -6.174749 -1.211477 0.369131 0.00 0.00 0.00 0.08
H -3.812955 -1.358529 -0.266248 0.03 0.01 0.00 0.09
```
Positions in Å, forces in eV/Å.

Computed properties:
**Calculated total energy**: -3167.13895 a.u.
**HOMO (spin up / spin down)**: -1.5213 / -1.5400 eV
**Total charge**: -2
**Spin multiplicity**: 6
**Molar mass**: 608.38 Da
**Relative energy (zero: lowest compared OMol25 entry of this formula, charge and spin)**: 0.0 kJ/mol
**Frontier orbital gap (spin up / spin down)**: 0.2161 / 0.2167 Ha

---

2.
Here is a structure of composition C25H22I2N5O7RuS from the Open Molecules 2025 dataset. Energies are from ωB97M-V with the def2-TZVPD basis set.

```
63
Properties=species:S:1:pos:R:3:forces:R:3:lowdin_charge:R:1
Ru 0.467008 -0.000566 -0.954584 -0.10 -0.61 0.16 1.44
I 1.334513 -2.212039 -5.655093 -0.05 0.06 0.02 1.13
C 0.066140 -0.694315 -5.113988 0.08 -0.05 0.03 -0.63
C -0.800817 -0.111262 -6.027200 0.00 -0.01 -0.05 -0.19
C -1.664608 0.919729 -5.680110 -0.08 0.06 -0.10 -0.63
I -2.891257 1.699920 -7.131143 0.08 -0.06 0.10 1.16
C -1.695769 1.424897 -4.326897 0.01 0.01 0.04 -0.17
C -2.516363 2.468799 -3.864219 0.02 0.00 0.02 0.02
C -2.447323 2.857299 -2.546461 0.00 -0.01 -0.04 0.02
C -1.574860 2.199153 -1.681739 -0.03 -0.03 0.08 -0.05
N -0.795097 1.210696 -2.098304 -0.07 0.04 0.06 0.00
C -0.842083 0.830613 -3.397899 0.05 -0.02 -0.08 -0.12
C 0.075231 -0.231191 -3.764705 -0.07 0.05 -0.02 -0.36
O 0.850526 -0.697726 -2.875569 0.02 0.18 0.24 -0.14
H -0.800913 -0.473318 -7.046579 0.00 0.00 0.00 0.10
H -3.197499 2.962694 -4.544390 0.00 0.00 0.00 0.09
H -3.065484 3.658476 -2.168026 0.00 0.00 0.00 0.13
H -1.513583 2.455929 -0.631539 0.01 0.00 -0.01 0.13
N 5.051757 5.462040 -0.661211 0.00 -0.01 0.04 0.20
C 5.245018 4.189438 -1.062792 -0.01 0.02 -0.05 -0.49
O 6.307321 3.724343 -1.402585 0.00 0.00 0.00 0.11
C 4.029323 3.278877 -1.064702 -0.01 -0.02 0.03 -0.08
C 2.924001 3.432511 -0.236771 0.02 0.01 -0.03 0.03
C 1.925039 2.479458 -0.265995 0.05 0.00 0.07 -0.09
N 1.985283 1.419257 -1.082513 -0.20 -0.02 -0.14 -0.09
C 3.044609 1.269303 -1.894985 0.00 0.00 -0.11 -0.07
C 4.084791 2.170742 -1.902054 -0.02 0.00 0.02 0.05
H 5.847336 6.081228 -0.671053 0.00 0.00 0.00 0.13
H 4.141314 5.862371 -0.528358 0.00 0.01 -0.01 0.11
H 2.841393 4.253261 0.462256 0.01 0.00 0.00 0.13
H 1.071493 2.534040 0.398988 0.00 -0.01 -0.02 0.11
H 3.036497 0.400213 -2.540478 0.03 0.01 0.03 0.12
H 4.951580 2.017673 -2.530053 0.00 0.01 0.00 0.14
C 1.884550 -2.256663 5.114171 0.02 0.00 0.00 -0.04
C 0.552610 -2.638612 4.534557 -0.02 0.01 -0.03 -0.26
C 0.452919 -3.220434 3.273309 -0.01 0.00 0.01 -0.04
C -0.776673 -3.609567 2.755654 0.01 -0.01 -0.01 -0.06
C -1.921516 -3.404326 3.509353 -0.06 -0.13 -0.02 -0.30
C -1.847887 -2.839262 4.776919 0.01 0.02 0.01 -0.04
C -0.616212 -2.455878 5.277082 0.00 0.01 -0.01 -0.02
S -3.505421 -3.818954 2.828912 0.08 0.20 0.00 0.64
O -4.374389 -4.214348 3.885707 -0.02 -0.01 0.05 -0.25
O -3.258669 -4.616300 1.668614 0.03 -0.02 -0.04 -0.27
N -4.101369 -2.380854 2.294000 -0.10 -0.15 0.06 -0.13
C -3.473372 -1.692194 1.197737 0.12 -0.01 -0.05 -0.20
C -2.414581 -0.671169 1.648010 -0.01 0.03 -0.01 -0.05
C -1.370436 -0.406669 0.627878 -0.24 -0.10 0.18 -0.57
O -1.236473 -1.104137 -0.423653 0.18 0.22 -0.26 -0.05
O -0.502734 0.532439 0.782010 0.25 0.20 -0.29 -0.11
H 2.690767 -2.404835 4.397044 0.00 -0.01 0.00 0.07
H 2.103566 -2.865764 5.991961 0.01 0.01 0.01 0.10
H 1.894655 -1.213559 5.432645 -0.02 -0.01 0.01 0.09
H 1.358335 -3.414681 2.708654 0.00 -0.02 0.01 0.10
H -0.854969 -4.101210 1.794091 0.00 0.00 0.00 0.12
H -2.746776 -2.724715 5.369467 0.00 0.00 0.00 0.12
H -0.554352 -2.026339 6.269545 0.00 -0.01 0.00 0.13
H -4.653870 -1.878995 2.972726 -0.01 0.02 0.00 0.13
H -4.232598 -1.211880 0.579082 -0.01 0.03 0.03 0.13
H -3.003443 -2.455826 0.578134 -0.03 0.01 -0.02 0.11
H -1.875209 -1.055449 2.522418 0.01 0.02 -0.03 0.13
H -2.841824 0.285364 1.957999 -0.01 0.00 0.00 0.14
O 2.219346 -1.848467 0.333669 -0.05 -0.02 -0.15 0.27
N 1.531510 -1.129260 -0.166948 0.11 0.09 0.27 -0.10
```
Positions in Å, forces in eV/Å.

Computed properties:
**Calculated total energy**: -2854.27365 a.u.
**HOMO (spin up / spin down)**: -13.3388 / -13.3388 eV
**Total charge**: +2
**Spin multiplicity**: 2
**Molar mass**: 891.42 Da
**Relative energy (zero: lowest compared OMol25 entry of this formula, charge and spin)**: 35.7 kJ/mol
**Frontier orbital gap (spin up / spin down)**: 0.2115 / 0.1577 Ha

---

3.
Here is a structure of composition C25H22IN2O3PRu in a non-equilibrium geometry from the Open Molecules 2025 dataset. Energies are from ωB97M-V with the def2-TZVPD basis set.

```
55
Properties=species:S:1:pos:R:3:forces:R:3:lowdin_charge:R:1
Ru 0.304308 1.965232 -0.936253 1.01 -0.30 1.71 0.96
I -2.403527 2.160743 -0.977099 0.00 -0.29 0.07 1.25
C -3.495200 0.635268 0.057517 0.12 0.20 -0.07 -0.52
C -4.816510 0.984154 0.137556 0.32 0.32 -0.20 -0.15
C -5.743040 0.120992 0.731939 -0.10 -0.30 0.14 -0.03
C -5.311054 -1.081504 1.207839 -0.07 0.15 -0.06 0.01
C -3.949965 -1.455899 1.131935 0.08 0.14 -0.09 -0.14
C -3.574665 -2.719971 1.633438 0.17 -0.06 0.01 0.02
C -2.275284 -3.135437 1.599182 -0.19 -0.10 0.08 -0.02
C -1.306210 -2.272234 1.086374 0.00 0.28 -0.14 -0.07
C -1.618950 -1.029055 0.569938 0.21 0.08 -0.04 -0.26
P -0.072454 -0.206417 0.038338 -0.16 -0.66 0.38 0.98
C 0.909307 -0.131395 1.553158 0.02 0.20 -0.22 -0.38
C 0.501792 0.878181 2.435721 -0.04 -0.17 -0.01 -0.11
C 1.177937 1.073741 3.623975 0.01 -0.02 0.01 -0.03
C 2.254429 0.255569 3.946267 -0.04 0.00 -0.01 -0.03
C 2.650712 -0.753203 3.080717 0.09 -0.05 0.05 -0.04
C 1.993860 -0.944366 1.874571 0.02 0.02 -0.18 -0.08
C 0.544640 -1.236619 -1.325247 -0.03 0.28 0.00 -0.38
C 1.213741 -2.454312 -1.231646 0.07 0.01 0.10 -0.08
C 1.529874 -3.158318 -2.385126 0.04 -0.05 0.00 -0.03
C 1.173299 -2.669224 -3.633663 -0.02 0.04 0.02 -0.03
C 0.524023 -1.446188 -3.740194 0.02 -0.02 -0.10 -0.05
C 0.223681 -0.732056 -2.593807 0.03 -0.01 0.13 -0.14
C -2.968395 -0.579299 0.557386 -0.08 -0.11 0.05 -0.18
H -5.156836 1.930825 -0.264319 -0.05 -0.02 0.03 0.10
H -6.782345 0.409075 0.798120 0.00 0.02 -0.02 0.13
H -6.005740 -1.779763 1.655903 -0.02 0.02 0.00 0.13
H -4.345093 -3.352841 2.054246 0.00 -0.01 -0.02 0.13
H -1.990556 -4.107770 1.975870 0.01 0.02 0.02 0.13
H -0.271856 -2.589950 1.109983 0.00 -0.07 0.05 0.10
H -0.344740 1.509875 2.187851 0.01 0.04 0.03 0.11
H 0.877343 1.868507 4.292215 -0.01 -0.01 0.01 0.13
H 2.786066 0.408847 4.875222 0.01 -0.01 0.00 0.13
H 3.477897 -1.398706 3.343905 0.02 0.02 -0.01 0.12
H 2.327798 -1.724590 1.201953 0.02 0.03 0.06 0.09
H 1.501503 -2.865486 -0.273613 -0.09 -0.05 -0.04 0.10
H 2.052279 -4.102093 -2.303823 -0.02 -0.01 0.00 0.13
H 1.399421 -3.239852 -4.523951 0.02 0.00 0.00 0.13
H 0.240393 -1.062358 -4.711090 0.02 0.02 0.01 0.12
H -0.299303 0.221815 -2.692153 -0.12 -0.11 -0.06 0.05
N 2.641602 1.055448 -1.176976 -0.50 0.32 -0.10 0.03
N 3.429678 1.786452 -0.275252 -0.13 0.27 0.05 0.02
C 2.781516 2.541677 0.716240 1.14 -0.50 0.16 -0.68
O 3.364386 2.864347 1.712683 -0.34 0.07 -0.18 0.14
O 1.554618 2.875104 0.390471 -1.81 -0.16 -0.86 -0.17
H 2.660777 0.062262 -0.960223 -0.09 -0.07 -0.01 0.08
H 3.003063 1.176290 -2.117364 0.03 -0.06 -0.08 0.11
H 4.310160 1.384897 0.013365 0.02 -0.09 0.00 0.16
C 2.020492 4.053161 -2.600182 0.27 0.42 -0.17 0.00
C 0.665139 3.596059 -2.224701 0.14 0.46 -0.47 -0.38
O -0.421487 3.943543 -2.526566 0.13 0.06 -0.08 0.09
H 1.959359 5.050069 -3.040347 -0.04 -0.03 -0.01 0.12
H 2.418000 3.359335 -3.345507 -0.05 -0.04 0.01 0.11
H 2.680119 4.057439 -1.734776 -0.06 -0.08 0.03 0.09
```
Positions in Å, forces in eV/Å.

Computed properties:
**Calculated total energy**: -2034.37195 a.u.
**HOMO (spin up / spin down)**: -14.1789 / -14.2232 eV
**Total charge**: +2
**Spin multiplicity**: 5
**Molar mass**: 657.41 Da
**Relative energy (zero: lowest compared OMol25 entry of this formula, charge and spin)**: 112.0 kJ/mol
**Frontier orbital gap (spin up / spin down)**: 0.2442 / 0.1922 Ha

---

4.
Here is a structure of composition C25H22NaO2 in a non-equilibrium geometry from the Open Molecules 2025 dataset. Energies are from ωB97M-V with the def2-TZVPD basis set.

```
50
Properties=species:S:1:pos:R:3:forces:R:3:lowdin_charge:R:1
C 5.673555 2.723471 -1.381184 -0.36 -1.12 0.07 -0.08
O 5.235159 1.350329 -1.339511 1.68 0.90 -0.09 -0.13
C 3.907384 1.079563 -1.295773 -1.20 -0.49 0.33 -0.32
C 3.516302 -0.259963 -1.566316 1.05 1.52 -0.35 -0.06
C 2.173550 -0.542997 -1.680044 -0.24 -0.31 0.47 -0.14
C 1.185555 0.353176 -1.158235 -1.47 -0.82 0.21 -0.26
C -0.145239 -0.125899 -0.964680 0.99 -0.20 -1.14 -0.14
C -1.347346 0.601060 -1.136995 -0.45 0.26 -0.12 -0.24
C -2.584113 -0.123419 -1.079913 -0.04 0.35 0.10 0.00
C -3.784323 0.542168 -1.224664 0.87 1.94 -0.27 -0.18
C -3.792818 1.961133 -1.364437 1.25 -1.45 0.15 -0.27
O -5.038475 2.487841 -1.508113 -1.66 -0.62 0.00 -0.06
C -5.994924 1.340951 -1.488853 0.45 1.23 0.02 -0.13
C -5.188859 0.055461 -1.330884 -0.17 -0.33 0.04 -0.12
C -2.600629 2.693250 -1.431746 -1.62 -0.10 -0.30 -0.04
C -1.410294 2.010656 -1.413408 0.44 -1.01 0.51 -0.06
C 1.623890 1.645563 -0.778591 0.32 0.44 -0.12 -0.06
C 2.940664 2.041964 -0.930073 0.36 -0.79 0.04 -0.03
H 6.757213 2.649704 -1.460483 -0.05 0.15 0.00 0.08
H 5.265830 3.244070 -2.255317 -0.04 -0.05 0.09 0.09
H 5.405141 3.266401 -0.468579 0.03 -0.06 -0.08 0.08
H 4.299538 -0.994306 -1.791455 -0.20 0.35 -0.23 0.11
H 1.851635 -1.458628 -2.192750 -0.02 0.18 0.31 0.10
H -0.272593 -1.214353 -0.877741 0.13 0.36 -0.15 0.09
H -2.586783 -1.207065 -0.914353 0.19 0.39 -0.08 0.12
H -6.683934 1.506603 -0.654340 0.08 0.07 -0.16 0.11
H -6.545423 1.379312 -2.435671 0.05 0.03 0.21 0.11
H -5.339404 -0.587275 -2.199062 0.10 -0.12 -0.02 0.11
H -5.481825 -0.512551 -0.448907 -0.12 -0.03 0.08 0.11
H -2.647914 3.775045 -1.554187 0.07 -0.20 -0.09 0.10
H -0.496752 2.563293 -1.594708 -0.14 -0.09 0.12 0.08
H 0.936960 2.337813 -0.299910 0.07 -0.20 -0.20 0.10
H 3.242677 3.056972 -0.659482 -0.11 -0.35 -0.09 0.10
C -1.654583 -2.301221 2.969480 0.27 -0.08 -0.23 -0.11
Na 2.413920 -2.436869 0.032076 -0.44 0.30 0.23 0.61
C -1.846630 -1.061417 2.289190 1.41 -0.76 0.42 -0.12
C -0.578636 -0.567485 1.897796 0.08 -0.12 1.04 -0.10
C 0.416001 -1.499932 2.340421 -0.39 0.88 -0.45 -0.23
C -0.265539 -2.622125 2.956934 -1.02 0.33 0.13 -0.25
C 0.474985 -3.724063 3.403742 0.48 0.21 0.01 -0.07
C 1.854849 -3.746783 3.192610 -0.64 -0.73 0.16 -0.16
C 2.522484 -2.650980 2.613149 0.62 0.61 -0.08 -0.22
C 1.825139 -1.472128 2.296350 -0.28 -0.54 -0.25 -0.11
H -2.409525 -2.924253 3.438020 -0.06 0.07 -0.22 0.07
H -2.807174 -0.598634 2.103792 0.09 0.08 -0.01 0.08
H -0.344855 0.384619 1.435564 -0.23 -0.25 0.05 0.08
H -0.035822 -4.524279 3.940549 0.21 -0.02 -0.18 0.10
H 2.425471 -4.619641 3.516105 -0.06 0.22 -0.12 0.08
H 3.612691 -2.726752 2.459222 -0.39 0.26 0.39 0.08
H 2.323818 -0.547399 1.995368 0.10 -0.27 -0.14 0.11
```
Positions in Å, forces in eV/Å.

Computed properties:
**Calculated total energy**: -1278.56982 a.u.
**HOMO**: -1.7727 eV
**Total charge**: -1
**Molar mass**: 377.44 Da
**Frontier orbital gap**: 0.1214 Ha